No. 1
{"formula": "C19H43FeOP3S2", "method": "ωB97M-V with the def2-TZVPD basis set", "energy_ha": -3907.99631, "e_lumo_ha": [-0.3700, -0.4538], "multiplicity": 6, "e_homo_ha": [-0.6151, -0.6015], "total_charge": 3, "orbital_gap_ev": [6.6680, 4.0172], "symbols": ["Fe", "P", "P", "P", "H", "C", "C", "H", "C", "C", "C", "C", "C", "C", "C", "C", "C", "H", "H", "H", "H", "H", "H", "H", "H", "H", "H", "H", "H", "H", "H", "H", "H", "H", "H", "H", "H", "H", "H", "H", "H", "H", "H", "H", "H", "H", "C", "C", "C", "C", "C", "C", "S", "H", "H", "H", "H", "H", "H", "C", "S", "C", "O", "H", "H", "H", "H", "H", "H"], "coordinates": [[0.456, -0.590, 0.245], [0.136, -2.875, 0.159], [1.287, -0.520, -1.808], [-1.368, -0.589, 2.241], [-2.594, 5.985, -2.802], [-2.693, 6.257, -1.744], [-1.640, 6.763, -1.092], [-0.663, 6.800, -1.593], [-1.389, -3.334, -0.760], [1.347, -3.957, -0.696], [-0.061, -3.925, 1.646], [1.607, 1.146, -2.515], [2.897, -1.374, -2.113], [0.099, -1.205, -3.051], [-1.867, 1.109, 2.687], [-0.639, -1.222, 3.788], [-2.910, -1.510, 1.880], [-3.681, 6.142, -1.285], [-1.711, 7.155, -0.073], [-1.436, -4.432, -0.810], [-1.365, -2.922, -1.773], [-2.277, -2.943, -0.251], [1.001, -4.997, -0.609], [2.335, -3.879, -0.227], [1.452, -3.710, -1.756], [-0.002, -4.981, 1.345], [-1.021, -3.767, 2.144], [0.744, -3.735, 2.363], [1.925, 1.028, -3.563], [2.390, 1.645, -1.922], [0.689, 1.752, -2.471], [2.772, -2.101, -2.934], [3.233, -1.894, -1.201], [3.649, -0.615, -2.385], [0.329, -0.735, -4.021], [-0.926, -0.933, -2.746], [0.197, -2.300, -3.127], [-2.645, 1.083, 3.465], [-2.239, 1.629, 1.796], [-0.981, 1.659, 3.036], [-1.352, -1.054, 4.613], [0.299, -0.690, 4.016], [-0.417, -2.295, 3.741], [-3.678, -1.205, 2.604], [-2.770, -2.597, 1.941], [-3.253, -1.255, 0.867], [-0.624, 2.390, -0.410], [-1.897, 1.879, -0.715], [-2.619, 2.444, -1.774], [-2.048, 3.430, -2.593], [-0.806, 3.963, -2.250], [-0.181, 3.550, -1.087], [0.540, 1.641, 0.636], [-1.124, -0.194, 0.714], [-2.286, 1.030, -0.148], [-3.637, 2.128, -1.992], [-2.583, 3.886, -3.430], [-0.350, 4.777, -2.810], [0.716, 4.046, -0.745], [3.960, -0.107, 1.283], [2.455, -0.707, 2.091], [2.987, -2.324, 2.710], [2.223, 0.090, 3.341], [4.368, -0.939, 0.695], [4.659, 0.205, 2.076], [3.688, 0.714, 0.600], [2.361, -2.566, 3.577], [4.043, -2.210, 2.994], [2.887, -3.136, 1.986]], "forces_ev_per_angstrom": [[0.1532, 0.2506, 2.1333], [-0.6953, -3.3140, -0.1475], [1.3156, 0.1796, -3.5733], [-2.2785, 0.9198, 0.3558], [-0.1709, 0.1826, 0.4381], [0.0842, 0.1299, 0.0571], [-0.1446, -0.1613, -0.1697], [-0.4113, 0.2886, 0.3105], [-0.0071, 0.2923, -0.0305], [0.3873, 0.2581, -0.1972], [0.0311, -0.0040, 0.4192], [-0.1692, -0.0056, 0.2230], [-0.0672, -0.1068, 0.2201], [0.1107, 0.1329, 0.1688], [0.1274, -0.0315, -0.1816], [1.0956, -0.5132, -0.1499], [0.0851, 0.0329, 0.0937], [0.3521, 0.2220, -0.2195], [0.0609, -0.2195, -0.3766], [-0.0649, 0.3371, 0.0151], [-0.0804, -0.2179, 0.2224], [0.1621, -0.2281, -0.1734], [0.0438, 0.3716, -0.0373], [-0.1549, -0.0803, -0.1055], [-0.0176, -0.0478, 0.1839], [-0.0901, 0.3469, 0.0580], [0.1616, -0.0415, -0.0721], [-0.1797, -0.1076, -0.0921], [-0.0231, 0.0383, 0.3977], [-0.2316, -0.0883, -0.2852], [0.4628, -0.3179, -0.1734], [0.2224, 0.3312, 0.3265], [-0.0706, 0.1304, -0.5146], [-0.2615, -0.3499, 0.0256], [-0.1382, -0.3191, 0.2885], [0.3434, -0.1456, -0.2978], [-0.1017, 0.4639, -0.0642], [0.2959, -0.0481, -0.1904], [-0.0886, -0.1182, 0.4186], [-0.2720, -0.1869, 0.1047], [-0.1060, 0.1628, -0.5653], [-0.3218, 0.0073, -0.1190], [-0.1664, 0.2945, -0.0687], [0.2094, -0.1448, -0.1306], [-0.0727, 0.3433, 0.0490], [0.0088, -0.0252, 0.3401], [0.7538, -0.0385, 0.3433], [-0.9782, -0.0028, -1.2356], [-0.1232, -0.8707, 0.7642], [-0.1179, 0.4839, -0.0364], [0.9442, 0.3327, 1.1228], [0.1152, 0.3423, -0.9232], [-0.0685, 2.0500, 0.1081], [0.2446, -0.7663, 1.3283], [-0.1704, 0.4021, -0.3657], [0.2247, -0.1541, 0.0916], [0.0292, -0.5575, 0.2291], [-0.2277, -0.2040, -0.0365], [0.1266, -0.0415, -0.0408], [-0.2204, -0.2712, -0.1570], [0.0712, 0.3707, 1.2184], [0.3344, -0.1077, -0.2149], [-0.1458, -0.2920, -1.2806], [0.0400, 0.1799, 0.1564], [-0.2953, -0.0492, -0.3058], [0.1513, -0.1666, 0.4796], [0.2382, 0.3337, -0.1258], [-0.3776, -0.1172, 0.1273], [0.1241, 0.2504, -0.1610]]}


No. 2
{"formula": "C5H17N2O", "method": "ωB97M-V with the def2-TZVPD basis set", "energy_ha": -385.20200, "e_lumo_ha": -0.1172, "multiplicity": 1, "e_homo_ha": -0.4631, "total_charge": 1, "relative_energy_ev": 1.054, "orbital_gap_ev": 9.4125, "symbols": ["N", "C", "C", "C", "N", "C", "C", "H", "H", "H", "H", "H", "H", "H", "H", "H", "H", "H", "H", "H", "H", "H", "H", "H", "O"], "coordinates": [[0.640, 0.506, -2.010], [-0.513, 0.582, -1.069], [-0.986, 2.005, -0.755], [-0.062, -0.205, 0.170], [0.161, -1.591, -0.182], [1.290, -2.221, 0.484], [-1.052, -2.422, -0.161], [0.926, -0.489, -2.005], [0.401, 0.752, -2.969], [1.399, 1.075, -1.637], [-1.333, 0.001, -1.503], [-0.248, 2.756, -1.064], [-1.957, 2.240, -1.150], [-0.998, 2.107, 0.326], [0.892, 0.215, 0.508], [-0.825, -0.060, 0.950], [1.282, -2.119, 1.573], [1.304, -3.271, 0.239], [2.235, -1.819, 0.123], [-0.918, -3.276, -0.824], [-1.894, -1.862, -0.552], [-1.242, -2.812, 0.844], [0.171, 3.992, 3.325], [1.029, 2.878, 3.973], [0.298, 3.040, 3.367]], "forces_ev_per_angstrom": [[-0.1398, -0.4189, -0.2072], [-1.1108, -0.2553, 0.7509], [1.2855, -0.0588, 0.3343], [-0.0345, -0.0157, -0.0269], [-0.0371, 0.0587, -0.6783], [0.1539, 0.0825, 0.1160], [0.6278, -0.0985, -0.0749], [0.0194, -0.0389, 0.2037], [0.1473, 0.3130, 0.0293], [0.1183, 0.0908, -0.3471], [0.2542, 0.1346, -0.2885], [-0.2497, -0.0661, -0.2341], [-0.2640, 0.0738, -0.2744], [-0.2850, 0.0634, 0.1815], [-0.1459, 0.0928, 0.2784], [0.2442, -0.0191, 0.0160], [-0.1721, -0.0198, 0.0872], [-0.0674, -0.3327, -0.0356], [0.0873, 0.2074, -0.0302], [0.0705, -0.0255, 0.0353], [-0.2122, 0.0811, 0.2045], [-0.2863, 0.1784, 0.0287], [0.1122, 0.0370, 0.1736], [-0.0802, 0.1979, 0.0135], [-0.0357, -0.2619, -0.2557]]}


No. 3
{"formula": "C9H9BrN2O3", "method": "ωB97M-V with the def2-TZVPD basis set", "energy_ha": -3257.33577, "e_lumo_ha": [-0.0839, -0.0839], "multiplicity": 1, "e_homo_ha": [-0.2745, -0.2745], "total_charge": 0, "relative_energy_ev": 8.752, "orbital_gap_ev": [5.1884, 5.1846], "symbols": ["C", "C", "C", "C", "C", "C", "C", "C", "C", "N", "N", "O", "O", "O", "Br", "H", "H", "H", "H", "H", "H", "H", "H", "H"], "coordinates": [[2.132, -1.630, -0.949], [2.069, -0.537, 1.188], [1.596, -0.552, -1.569], [1.426, 0.577, 0.653], [-0.082, 0.349, 0.152], [-0.978, 1.508, 0.394], [-3.455, 0.106, -1.061], [2.164, -1.852, 0.511], [1.010, 0.570, -0.803], [-4.059, -0.861, -0.640], [-2.143, 1.157, 0.999], [-2.990, 2.205, 1.246], [-3.255, 0.971, -1.789], [-0.664, 2.635, 0.032], [-3.737, -2.119, 0.646], [2.840, -2.392, -1.412], [2.322, -0.405, 2.159], [1.839, -0.325, -2.662], [1.539, 1.467, 1.179], [-0.437, -0.637, 0.246], [1.469, -2.541, 1.013], [3.159, -2.296, 0.607], [0.821, 1.595, -1.115], [-2.586, 3.007, 0.976]], "forces_ev_per_angstrom": [[0.1265, -0.5327, -2.0782], [-2.3432, 0.6256, -2.4306], [1.7793, -0.3819, -1.0739], [2.1733, -1.8459, 0.5905], [-1.0794, -0.1039, -1.3617], [-2.2116, -0.8909, 1.3258], [-1.1481, -1.0102, 0.0871], [0.6375, 0.9729, 0.4021], [-1.3124, 0.1047, 0.4377], [-0.2318, -1.1375, 0.8177], [1.6612, -0.7816, -0.1857], [-0.7665, -1.6396, 0.3078], [1.1405, 1.6873, -0.7355], [0.8342, 1.6168, -0.3381], [0.2269, 0.5343, -0.1943], [-1.5239, 1.2528, -0.3293], [1.3760, 0.0480, 2.9847], [-0.5566, -0.6037, 1.6099], [-0.0712, 1.5762, 0.6954], [-0.5069, -0.9694, 0.4785], [-0.1319, -0.0322, -0.4522], [-0.0382, 0.0301, 1.0216], [0.7713, -0.0589, -0.7763], [1.1952, 1.5396, -0.8027]]}


No. 4
{"formula": "C40H66BN8OP2Ti", "method": "ωB97M-V with the def2-TZVPD basis set", "energy_ha": -3634.07892, "e_lumo_ha": [-0.0790, -0.0807], "multiplicity": 3, "e_homo_ha": [-0.2874, -0.3386], "total_charge": 1, "relative_energy_ev": 1.284, "orbital_gap_ev": [5.6697, 7.0183], "symbols": ["Ti", "C", "C", "C", "C", "P", "C", "N", "B", "N", "C", "P", "C", "C", "C", "C", "C", "C", "C", "C", "C", "C", "C", "C", "C", "C", "C", "C", "C", "C", "H", "H", "H", "H", "H", "H", "H", "H", "H", "H", "H", "H", "H", "H", "H", "H", "H", "H", "H", "H", "H", "H", "H", "H", "H", "H", "H", "H", "H", "H", "H", "H", "H", "H", "H", "H", "H", "H", "H", "H", "H", "H", "H", "H", "N", "C", "C", "C", "C", "C", "N", "C", "C", "C", "C", "C", "N", "H", "H", "H", "H", "H", "H", "H", "H", "H", "N", "C", "N", "O", "H", "H", "H", "H", "C", "C", "C", "C", "C", "N", "H", "H", "H", "H", "H", "H", "H", "H", "H"], "coordinates": [[0.605, -0.508, 0.242], [2.086, 5.271, -1.230], [2.324, 3.860, -0.688], [3.822, 3.539, -0.739], [1.874, 3.839, 0.780], [1.395, 2.403, -1.475], [-0.358, 3.010, -1.362], [-1.010, 2.429, -0.210], [-0.730, 1.189, 0.495], [-1.687, 1.236, 1.601], [-1.768, 0.355, 2.741], [-1.206, -1.347, 2.258], [-0.720, -2.047, 3.956], [-0.349, -3.522, 3.771], [0.557, -1.305, 4.370], [-1.736, -1.908, 5.093], [-2.854, -2.100, 1.690], [-3.839, -2.466, 2.797], [-3.534, -1.077, 0.768], [-2.545, -3.352, 0.860], [-2.462, 2.390, 1.536], [-3.491, 2.851, 2.342], [-4.115, 4.049, 2.000], [-3.714, 4.768, 0.884], [-2.678, 4.311, 0.072], [-2.051, 3.122, 0.410], [1.669, 2.325, -3.356], [2.948, 1.500, -3.567], [0.462, 1.553, -3.921], [1.788, 3.626, -4.151], [2.578, 5.981, -0.558], [1.030, 5.542, -1.255], [2.505, 5.424, -2.216], [4.364, 4.179, -0.037], [4.238, 3.717, -1.731], [4.011, 2.499, -0.462], [2.366, 4.652, 1.321], [2.159, 2.899, 1.258], [0.796, 3.972, 0.889], [-0.900, 2.784, -2.285], [-0.360, 4.094, -1.251], [-2.787, 0.332, 3.136], [-1.119, 0.706, 3.552], [0.458, -3.611, 3.044], [-1.202, -4.113, 3.432], [-0.015, -3.939, 4.725], [1.258, -1.226, 3.539], [1.053, -1.858, 5.172], [0.346, -0.304, 4.748], [-2.510, -2.668, 5.054], [-2.209, -0.925, 5.112], [-1.206, -2.034, 6.042], [-3.983, -1.660, 3.516], [-3.530, -3.363, 3.331], [-4.810, -2.676, 2.340], [-3.962, -0.243, 1.324], [-4.355, -1.578, 0.246], [-2.844, -0.672, 0.031], [-1.986, -4.096, 1.429], [-1.967, -3.093, -0.026], [-3.482, -3.818, 0.540], [-3.812, 2.304, 3.220], [-4.928, 4.417, 2.612], [-4.215, 5.694, 0.634], [-2.389, 4.872, -0.807], [2.922, 0.567, -2.999], [3.832, 2.054, -3.257], [3.066, 1.253, -4.626], [0.024, 0.877, -3.184], [0.767, 0.977, -4.801], [-0.316, 2.247, -4.240], [2.747, 4.113, -3.998], [0.988, 4.328, -3.910], [1.712, 3.389, -5.217], [3.473, -1.614, 0.852], [3.155, -0.567, 1.713], [4.062, -0.292, 2.736], [3.798, 0.723, 3.629], [2.622, 1.449, 3.465], [1.775, 1.114, 2.439], [1.998, 0.101, 1.561], [3.124, -1.879, -0.458], [3.823, -2.919, -1.089], [3.615, -3.170, -2.421], [2.700, -2.369, -3.107], [2.027, -1.404, -2.404], [2.190, -1.150, -1.087], [4.260, -2.158, 1.165], [4.975, -0.869, 2.809], [4.497, 0.959, 4.419], [2.366, 2.264, 4.126], [0.851, 1.654, 2.284], [4.547, -3.493, -0.525], [4.167, -3.951, -2.927], [2.514, -2.498, -4.163], [1.314, -0.772, -2.908], [0.997, -5.188, 0.679], [0.700, -4.026, 0.038], [0.299, -4.147, -1.256], [0.786, -2.938, 0.608], [0.739, -6.080, 0.294], [1.135, -5.143, 1.673], [0.447, -5.008, -1.752], [0.272, -3.301, -1.803], [-3.302, -2.542, -2.691], [-2.270, -1.519, -3.194], [-1.528, -2.077, -4.416], [-2.972, -0.199, -3.551], [-1.312, -1.271, -2.106], [-0.675, -1.054, -1.158], [-3.966, -2.812, -3.512], [-3.898, -2.120, -1.883], [-2.813, -3.446, -2.324], [-2.235, -2.218, -5.234], [-1.069, -3.041, -4.190], [-0.751, -1.388, -4.752], [-3.794, -0.406, -4.237], [-2.284, 0.492, -4.036], [-3.376, 0.280, -2.658]], "forces_ev_per_angstrom": [[-0.6699, -1.2646, -0.1326], [-0.0746, -0.0820, 0.0854], [0.0265, -0.1891, -0.0524], [-0.0719, 0.0261, 0.0164], [0.0614, -0.0867, -0.0201], [-0.1874, 0.1585, -0.1602], [0.1263, -0.0790, 0.0238], [-0.2265, 0.1392, 0.0765], [-0.7214, 0.8063, 0.3544], [-0.0752, 0.2390, 0.1242], [0.0609, -0.0984, 0.0220], [-0.4039, 0.6125, 0.2275], [0.0798, -0.0985, -0.2662], [-0.1133, 0.0230, 0.0347], [0.0351, -0.0073, -0.0439], [0.0628, 0.0568, -0.0227], [0.2255, -0.0880, -0.0794], [0.0260, -0.0202, -0.0180], [-0.0121, 0.0126, 0.0405], [0.0086, 0.0427, 0.0465], [0.0017, 0.0290, -0.0304], [0.0283, -0.0460, 0.0408], [-0.0199, 0.0296, -0.0230], [-0.0077, -0.0104, 0.0198], [0.0276, -0.0268, -0.0064], [-0.0517, -0.0432, -0.0827], [0.0982, -0.0037, 0.1614], [-0.0313, -0.0075, 0.0345], [0.0674, -0.0159, 0.0348], [-0.0592, -0.0216, 0.0642], [-0.0029, 0.0063, -0.0126], [0.0047, 0.0002, -0.0045], [0.0461, -0.0287, -0.2220], [-0.0041, 0.0227, -0.0155], [0.0181, -0.0333, -0.0459], [0.0370, -0.0139, 0.0130], [0.0442, 0.0160, -0.0146], [-0.0196, 0.3278, -0.2232], [-0.0022, -0.0128, 0.0037], [0.0020, 0.0457, 0.0539], [0.0049, 0.0777, -0.0640], [-0.0058, -0.0291, 0.0161], [-0.0686, 0.0089, 0.0593], [0.0168, -0.0231, -0.0203], [0.0134, -0.0396, -0.0004], [0.0152, 0.0080, -0.0059], [0.0375, -0.0285, 0.0357], [-0.0542, -0.0027, 0.0335], [0.0195, 0.0195, -0.0439], [-0.0651, 0.0079, -0.0069], [0.0031, -0.0002, 0.0256], [-0.0190, -0.0018, 0.0101], [-0.0190, 0.0120, -0.0030], [0.0041, -0.0016, 0.0605], [-0.0003, -0.0190, 0.0074], [0.0217, 0.0150, -0.0139], [-0.0234, -0.0107, 0.0443], [-0.0225, 0.0343, -0.0316], [0.0129, -0.0217, 0.0000], [0.0315, -0.0348, -0.0069], [-0.0048, 0.0152, -0.0250], [0.0164, -0.0086, -0.0022], [0.0161, 0.0118, 0.0122], [-0.0024, -0.0019, -0.0006], [0.0195, 0.0012, -0.0089], [0.1362, 0.2962, -0.1313], [0.0551, 0.0293, 0.0411], [0.0017, 0.0231, -0.0178], [-0.0331, -0.1056, -0.0347], [0.0033, -0.0044, 0.0032], [-0.0570, -0.0581, 0.0173], [0.0576, 0.0922, 0.0807], [-0.0022, 0.0288, 0.0013], [0.0275, 0.0405, -0.0005], [-0.0003, -0.1165, -0.0152], [-0.0538, 0.2288, -0.0608], [0.1570, -0.0347, 0.0416], [-0.1041, 0.0021, -0.1190], [0.0500, -0.0046, 0.1303], [-0.0607, -0.2580, 0.0944], [1.7645, 0.4532, 1.5478], [0.0758, 0.3872, -0.0111], [0.1725, -0.1521, -0.1072], [-0.0653, 0.1697, 0.1433], [0.0141, -0.0924, -0.1047], [-0.1366, 0.0112, 0.0646], [0.9346, -0.7539, -0.2608], [-0.0237, -0.0030, 0.0208], [-0.0009, 0.0048, -0.0115], [0.0002, -0.0274, 0.0175], [-0.0120, 0.0136, -0.0197], [-0.0268, -0.1100, 0.0436], [-0.0150, 0.0034, 0.0140], [-0.0079, -0.0221, 0.0047], [0.0005, 0.0335, -0.0018], [-0.1574, -0.0229, 0.0411], [0.0474, -0.0500, 0.0085], [-0.0559, 0.0393, 0.0174], [-0.0026, -0.0263, -0.0909], [0.1730, 0.0005, 0.1059], [-0.0322, 0.0187, -0.0166], [-0.0162, 0.0472, 0.0138], [0.0254, 0.0099, -0.0102], [-0.0156, -0.0028, 0.0822], [0.0723, 0.0089, 0.0288], [-0.1551, -0.0592, -0.1948], [0.0643, 0.0325, 0.0596], [0.0433, 0.0080, 0.0826], [-0.0811, -0.0292, 0.3732], [-1.0054, -0.3511, -1.8517], [-0.0021, 0.0179, -0.0131], [-0.0044, -0.0252, -0.0086], [-0.0181, -0.0084, -0.0260], [-0.0100, -0.0090, 0.0039], [-0.0023, -0.0013, -0.0143], [-0.0056, 0.0015, -0.0057], [0.0101, -0.0089, -0.0135], [0.0210, 0.0347, 0.0046], [-0.0248, -0.0038, -0.0191]]}